Entry 1:
Computed, not measured: a cluster of 2 separate species, C3H6ClNO in total at a distorted geometry, with ωB97M-V/def2-TZVPD.

The geometry in ORCA input format:
```
! RIJCOSX wB97M-V def2-TZVPD def2/J DEFGRID3
* xyz 0 3
C -2.767 -0.392 0.849
C 1.021 1.200 -1.139
C 0.283 0.767 0.082
N -1.934 -1.322 0.897
O 0.159 1.336 1.166
Cl -2.872 0.596 -0.582
H 0.417 0.896 -2.029
H 0.893 2.357 -1.217
H 2.055 1.178 -1.091
H -3.661 0.087 1.482
H -0.280 -0.213 0.059
H -1.777 -1.886 1.758
*
```

Results
Electronic energy, a.u.: -707.895988
<S²>: 2.01
Largest force on an atom, eV/A: 4.9
E_HOMO (spin up / spin down), eV: -5.78 / -10.80

Entry 2:
Computed, not measured: a structure of composition C5H10O at a distorted geometry, with ωB97M-V/def2-TZVPD.

The geometry in ORCA input format:
```
! RIJCOSX wB97M-V def2-TZVPD def2/J DEFGRID3
* xyz 0 1
C 1.755 -0.070 -0.002
C 0.467 0.736 -0.114
C -0.467 0.269 -1.220
C -1.516 -0.452 -0.378
O -0.840 -1.208 0.614
C -0.447 -0.078 1.365
H 2.373 -0.142 -0.908
H 2.384 0.342 0.794
H 1.461 -1.090 0.263
H 0.654 1.823 -0.136
H -0.952 1.077 -1.787
H 0.003 -0.417 -1.932
H -2.201 -1.108 -0.944
H -1.757 0.439 0.319
H -1.326 0.073 2.066
H 0.406 -0.194 1.998
*
```

Results
Electronic energy, a.u.: -271.629237
Largest force on an atom, eV/A: 3.3
E_HOMO, eV: -9.54

Entry 3:
Computed, not measured: an isolated molecule of C4H9NO2 at a distorted geometry, with ωB97M-V/def2-TZVPD.

The geometry in ORCA input format:
```
! RIJCOSX wB97M-V def2-TZVPD def2/J DEFGRID3
* xyz 0 1
C -0.091 -1.811 1.033
O 0.466 -0.567 1.396
C 1.064 0.138 0.346
C -0.010 0.633 -0.665
C -0.993 1.595 0.031
N 0.608 1.138 -1.839
O 0.873 0.138 -2.513
H -0.418 -2.288 1.960
H -0.953 -1.691 0.365
H 0.653 -2.454 0.539
H 1.793 -0.486 -0.196
H 1.579 0.978 0.816
H 0.037 -0.445 -1.410
H -0.494 2.499 0.428
H -1.435 1.081 0.888
H -1.794 1.924 -0.635
*
```

Results
Electronic energy, a.u.: -362.864344
Largest force on an atom, eV/A: 3.8
E_HOMO, eV: -9.69

Entry 4:
Computed, not measured: a structure of composition C34H35BrIrN3O3 at a distorted geometry, with ωB97M-V/def2-TZVPD.

The geometry in ORCA input format:
```
! RIJCOSX wB97M-V def2-TZVPD def2/J DEFGRID3
* xyz 0 1
Ir -1.104 -1.519 -0.092
C -4.661 0.327 1.552
C -5.468 -0.780 1.798
C -5.007 -2.048 1.538
C -3.710 -2.256 1.025
C -2.909 -1.115 0.740
C -3.387 0.145 1.021
C -3.124 -3.524 0.770
C -3.740 -4.740 1.076
C -3.146 -5.927 0.758
C -1.874 -5.911 0.124
C -1.234 -7.093 -0.236
C 0.028 -7.090 -0.818
C 0.668 -5.882 -1.015
C 0.048 -4.694 -0.675
C -1.243 -4.648 -0.122
N -1.859 -3.472 0.164
H -5.013 1.325 1.765
H -6.465 -0.636 2.195
H -5.646 -2.896 1.721
H -2.769 1.002 0.835
H -4.699 -4.736 1.572
H -3.615 -6.870 0.993
H -1.743 -8.027 -0.054
H 0.497 -8.021 -1.104
H 1.661 -5.855 -1.439
H 0.604 -3.789 -0.804
C 5.102 2.283 -1.989
C 3.949 2.815 -2.856
C 4.141 2.375 -4.316
C 3.962 4.347 -2.824
C 2.652 2.240 -2.320
C 2.448 0.861 -2.321
C 1.302 0.357 -1.769
Br 1.027 -1.529 -1.789
C 0.236 1.112 -1.192
O -0.787 0.514 -0.714
C 0.445 2.534 -1.246
C 1.629 3.013 -1.789
C -0.505 3.601 -0.721
C -0.889 4.515 -1.899
C -1.774 3.034 -0.100
C 0.212 4.410 0.375
H 6.058 2.599 -2.399
H 5.091 1.198 -1.947
H 5.014 2.661 -0.972
H 5.056 2.810 -4.714
H 3.304 2.715 -4.922
H 4.213 1.295 -4.406
H 4.902 4.717 -3.227
H 3.861 4.725 -1.809
H 3.156 4.749 -3.433
H 3.169 0.181 -2.745
H 1.758 4.079 -1.789
H -1.356 3.929 -2.689
H -0.024 5.018 -2.322
H -1.594 5.273 -1.567
H -2.333 2.444 -0.822
H -2.408 3.845 0.257
H -1.486 2.415 0.743
H 1.105 4.909 0.007
H 0.496 3.739 1.183
H -0.460 5.166 0.773
C 0.678 1.424 4.397
N 0.584 0.108 3.814
C 0.943 -1.013 4.482
C 0.887 -2.228 3.907
C 0.407 -2.342 2.541
O 0.351 -3.393 1.912
N 0.004 -1.178 1.949
C 0.078 0.038 2.508
O -0.246 1.073 1.952
H 1.114 1.356 5.391
H -0.315 1.876 4.451
H 1.296 2.057 3.759
H 1.281 -0.869 5.500
H 1.174 -3.129 4.421
*
```

Results
Electronic energy, a.u.: -4384.960421
Largest force on an atom, eV/A: 3.4
E_HOMO (spin up / spin down), eV: -7.23 / -7.23

Entry 5:
Computed, not measured: a cluster of 3 separate species, C9H16Cl4O6 in total at a distorted geometry, with ωB97M-V/def2-TZVPD.

The geometry in ORCA input format:
```
! RIJCOSX wB97M-V def2-TZVPD def2/J DEFGRID3
* xyz 0 1
Cl 6.981 7.308 5.173
C 5.422 6.440 5.064
Cl 4.238 7.352 6.047
Cl 4.866 6.355 3.363
Cl 5.535 4.767 5.725
C 8.148 6.859 8.595
C 6.799 7.578 8.452
O 6.559 7.996 9.813
C 5.390 8.480 10.110
O 4.563 8.719 9.264
O 5.269 8.717 11.397
C 4.002 9.124 11.869
H 8.170 6.334 9.535
H 8.968 7.593 8.543
H 8.316 6.116 7.798
H 5.958 6.990 8.165
H 6.902 8.472 7.856
H 3.994 10.225 12.103
H 3.824 8.425 12.690
H 3.245 9.041 11.027
C 6.527 12.107 12.260
C 6.771 11.917 10.723
O 5.480 12.033 10.150
C 5.291 12.083 8.856
O 4.202 12.328 8.401
O 6.399 12.118 8.087
C 6.046 12.257 6.714
H 6.168 13.159 12.418
H 7.409 12.009 12.834
H 5.743 11.408 12.520
H 7.159 10.887 10.459
H 7.549 12.503 10.214
H 5.258 11.650 6.385
H 6.938 11.997 6.113
H 5.732 13.348 6.605
*
```

Results
Electronic energy, a.u.: -2644.710473
Largest force on an atom, eV/A: 3.0
E_HOMO, eV: -10.53

Entry 6:
Computed, not measured: an isolated molecule of C4H4Cl2N2O at a distorted geometry, with ωB97M-V/def2-TZVPD.

The geometry in ORCA input format:
```
! RIJCOSX wB97M-V def2-TZVPD def2/J DEFGRID3
* xyz 0 1
C -0.974 0.401 -0.955
C 1.006 -0.673 -0.162
C -0.086 0.274 0.235
C -0.891 -0.146 1.479
N 0.500 0.017 -2.320
N 1.274 -0.555 -1.514
O 1.692 -1.330 0.545
Cl -1.871 1.785 -1.294
Cl 0.795 1.812 0.705
H -1.495 -0.993 1.030
H -1.576 0.808 1.703
H -0.427 -0.348 2.498
H 2.053 -1.053 -1.950
*
```

Results
Electronic energy, a.u.: -1259.765676
Largest force on an atom, eV/A: 4.1
E_HOMO (spin up / spin down), eV: -8.05 / -8.54

Entry 7:
Computed, not measured: a cluster of 4 separate species, C3H12O4 in total at a distorted geometry, with ωB97M-V/def2-TZVPD.

The geometry in ORCA input format:
```
! RIJCOSX wB97M-V def2-TZVPD def2/J DEFGRID3
* xyz 0 1
C 0.861 1.784 -1.470
C 0.943 0.959 -0.423
C 2.153 0.108 -0.133
O -0.139 0.747 0.424
H 1.744 1.863 -2.090
H -0.032 2.346 -1.700
H 2.575 -0.138 -1.097
H 1.826 -0.807 0.356
H 2.892 0.629 0.457
H -0.634 1.575 0.508
O -0.983 -2.110 0.215
H -1.481 -2.407 0.975
H -0.556 -1.257 0.333
O -1.735 3.001 3.025
H -1.844 3.842 3.501
H -0.896 2.698 3.393
O -0.396 -3.842 -2.353
H -0.371 -3.424 -1.482
H -1.143 -4.444 -2.301
*
```

Results
Electronic energy, a.u.: -422.432148
Largest force on an atom, eV/A: 1.3
E_HOMO, eV: -9.20

Entry 8:
Computed, not measured: a cluster of 2 separate species, CH3O3S2 in total at a distorted geometry, with ωB97M-V/def2-TZVPD.

The geometry in ORCA input format:
```
! RIJCOSX wB97M-V def2-TZVPD def2/J DEFGRID3
* xyz -1 1
C 2.002 -0.758 0.429
O -1.702 1.650 -1.349
O -2.513 -0.135 0.213
O 0.037 0.051 -0.676
S 3.288 0.268 0.517
S -1.099 0.941 -0.224
H 1.578 -1.017 1.340
H 1.689 -1.465 -0.297
H -3.280 0.467 0.047
*
```

Results
Electronic energy, a.u.: -1062.007419
Largest force on an atom, eV/A: 2.2
E_HOMO, eV: -4.41

Entry 9:
Computed, not measured: a cluster of 3 separate species, C43H62N2O2S2 in total at a distorted geometry, with ωB97M-V/def2-TZVPD.

The geometry in ORCA input format:
```
! RIJCOSX wB97M-V def2-TZVPD def2/J DEFGRID3
* xyz 0 1
C -1.396 2.286 2.053
C -0.867 2.672 0.656
C 0.218 3.771 0.604
C 1.121 3.920 1.834
C 1.848 2.644 2.282
C 2.466 1.842 1.134
C 2.632 0.335 1.460
C 4.090 -0.171 1.526
N 4.361 -1.397 0.743
C 3.533 -2.527 1.205
C 4.353 -3.763 1.594
C 3.685 -4.622 2.674
C 2.173 -4.856 2.502
C 1.734 -6.276 2.889
C 0.419 -6.727 2.235
C -0.658 -5.645 2.123
C -1.170 -5.152 3.494
C 4.517 -1.275 -0.609
S 4.705 -2.570 -1.605
S 4.589 0.370 -1.300
C 3.543 0.206 -2.780
C 2.687 1.469 -2.946
C 1.186 1.208 -2.760
C 0.644 0.072 -3.610
C 0.997 0.071 -4.970
C 0.594 -0.913 -5.866
C 1.020 -0.896 -7.309
C -0.205 -1.914 -5.324
C -0.571 -1.925 -3.982
C -0.175 -0.938 -3.082
C -0.622 -0.981 -1.645
C -2.157 -0.831 -1.478
C -1.373 -3.162 -3.744
O -1.906 -3.554 -2.746
N -1.368 -3.890 -4.959
C -0.779 -3.118 -5.983
O -0.758 -3.432 -7.139
H -1.294 3.071 2.798
H -2.449 2.015 1.960
H -0.900 1.375 2.389
H -1.720 3.052 0.089
H -0.525 1.765 0.155
H -0.299 4.725 0.467
H 0.811 3.639 -0.304
H 0.547 4.363 2.648
H 1.883 4.663 1.575
H 2.659 2.950 2.951
H 1.183 2.031 2.892
H 3.458 2.244 0.926
H 1.880 1.926 0.223
H 2.103 -0.254 0.708
H 2.163 0.134 2.424
H 4.813 0.592 1.248
H 4.319 -0.442 2.559
H 2.993 -2.196 2.093
H 2.791 -2.803 0.455
H 5.310 -3.417 1.989
H 4.553 -4.373 0.714
H 3.891 -4.216 3.669
H 4.168 -5.602 2.656
H 1.898 -4.687 1.458
H 1.609 -4.149 3.116
H 2.526 -6.960 2.573
H 1.665 -6.352 3.977
H 0.646 -7.087 1.228
H -0.012 -7.555 2.804
H -1.506 -6.098 1.602
H -0.338 -4.807 1.506
H -2.121 -5.616 3.745
H -1.321 -4.072 3.471
H -0.450 -5.357 4.287
H 4.184 0.060 -3.648
H 2.961 -0.707 -2.672
H 2.855 1.887 -3.939
H 2.995 2.238 -2.237
H 0.627 2.125 -2.968
H 1.028 0.994 -1.704
H 1.612 0.879 -5.346
H 0.224 -1.272 -7.946
H 1.290 0.118 -7.601
H 1.895 -1.532 -7.450
H -0.184 -0.160 -1.085
H -0.297 -1.907 -1.170
H -2.373 -0.137 -0.663
H -2.626 -1.775 -1.221
H -2.618 -0.420 -2.376
H -2.252 -4.303 -5.232
C -4.154 1.794 5.050
C -5.050 0.829 5.489
C -6.414 1.077 5.442
C -6.883 2.291 4.959
C -5.987 3.258 4.524
C -4.622 3.009 4.569
H -3.089 1.599 5.081
H -4.684 -0.117 5.868
H -7.114 0.325 5.783
H -7.947 2.484 4.920
H -6.352 4.206 4.151
H -3.923 3.762 4.229
C -3.812 5.712 -2.303
C -3.782 7.089 -2.132
C -2.566 7.758 -2.084
C -1.379 7.049 -2.205
C -1.409 5.672 -2.371
C -2.625 5.003 -2.421
H -4.760 5.192 -2.345
H -4.707 7.642 -2.036
H -2.544 8.832 -1.952
H -0.431 7.570 -2.168
H -0.484 5.117 -2.460
H -2.647 3.928 -2.551
*
```

Results
Electronic energy, a.u.: -2732.072513
Largest force on an atom, eV/A: 1.7
E_HOMO, eV: -8.15

Entry 10:
Computed, not measured: an isolated molecule of C11H12N2O2 at a distorted geometry, with ωB97M-V/def2-TZVPD.

The geometry in ORCA input format:
```
! RIJCOSX wB97M-V def2-TZVPD def2/J DEFGRID3
* xyz 0 1
N 1.975 -1.042 -0.877
C 2.319 0.233 -0.193
C 1.483 0.900 0.844
C -0.017 1.188 0.270
C -0.625 2.289 -0.339
N -2.139 2.020 -0.251
C -2.294 0.705 -0.034
C -3.532 -0.043 -0.226
C -3.482 -1.480 -0.032
C -2.247 -1.994 0.468
C -1.030 -1.221 0.734
C -1.005 0.132 0.235
C 3.841 -0.087 0.101
O 4.338 0.350 1.161
O 4.267 -0.818 -0.924
H 1.296 -1.019 -1.615
H 1.938 -1.815 -0.195
H 2.345 0.987 -0.920
H 1.837 2.013 1.036
H 1.575 0.517 1.953
H -0.309 3.431 -0.131
H -2.554 2.564 -1.105
H -4.382 0.467 -0.511
H -4.334 -2.171 -0.288
H -2.229 -3.026 1.163
H -0.428 -1.958 1.160
H 3.394 -1.121 -1.486
*
```

Results
Electronic energy, a.u.: -686.221132
Largest force on an atom, eV/A: 6.2
E_HOMO, eV: -8.50

Entry 11:
Computed, not measured: the ion C3H7NOS with charge -2 at a distorted geometry, with ωB97M-V/def2-TZVPD.

The geometry in ORCA input format:
```
! RIJCOSX wB97M-V def2-TZVPD def2/J DEFGRID3
* xyz -2 1
N -0.854 -0.056 1.483
C 0.367 0.358 0.719
C 0.080 1.679 -0.185
O -0.350 2.844 0.339
C 0.981 -0.952 -0.032
S -0.125 -1.926 -1.168
H -1.589 -0.388 0.812
H -1.145 0.901 1.788
H 1.152 0.526 1.510
H 1.030 1.696 -0.851
H -0.750 1.189 -0.775
H 1.806 -0.470 -0.617
H 1.704 -1.504 0.708
*
```

Results
Electronic energy, a.u.: -646.565059
Largest force on an atom, eV/A: 2.3
E_HOMO, eV: 1.08

Entry 12:
Computed, not measured: a structure of composition C36H30BrCl6IN3O6SSiW at a distorted geometry, with ωB97M-V/def2-TZVPD.

The geometry in ORCA input format:
```
! RIJCOSX wB97M-V def2-TZVPD def2/J DEFGRID3
* xyz 1 3
W 0.256 0.095 0.326
O 1.984 -2.900 -1.693
C 1.812 -1.920 -0.996
O 0.682 -1.669 -0.321
C 2.797 -0.860 -0.760
C 4.134 -0.988 -1.146
C 5.018 0.014 -0.857
C 4.571 1.148 -0.130
C 5.432 2.205 0.198
C 4.986 3.285 0.921
C 3.666 3.319 1.365
C 2.794 2.291 1.073
C 3.212 1.201 0.296
N 2.319 0.211 -0.048
H 4.434 -1.891 -1.651
H 6.054 -0.048 -1.150
H 6.458 2.154 -0.132
H 5.654 4.099 1.153
H 3.321 4.162 1.942
H 1.772 2.347 1.442
C -2.685 3.142 -1.769
C -1.936 2.883 -0.465
C -2.265 3.920 0.606
O -2.229 1.549 -0.013
C -0.403 2.914 -0.692
O 0.138 3.754 -1.361
O 0.201 1.944 -0.061
H -3.746 3.258 -1.563
H -2.548 2.295 -2.436
H -2.308 4.037 -2.250
H -3.340 3.951 0.776
H -1.941 4.902 0.277
H -1.760 3.682 1.543
H -2.958 1.604 0.629
Cl 2.444 0.208 3.592
Si 0.807 -0.636 2.669
Cl -0.182 -1.474 4.258
Cl -0.862 1.312 2.489
Cl -7.651 -1.770 -4.795
C -5.987 -1.436 -5.069
C -5.018 -2.226 -4.468
C -3.685 -1.945 -4.696
C -3.293 -0.894 -5.514
C -1.827 -0.633 -5.773
C -1.393 0.769 -5.262
N -0.564 0.711 -4.089
C 0.657 1.294 -3.964
C 1.077 1.054 -2.692
N 0.119 0.331 -2.027
C -0.852 0.138 -2.914
O -1.560 -0.728 -7.157
C -0.564 -1.667 -7.518
C 0.752 -1.412 -6.838
C 1.504 -0.288 -7.030
Cl 1.132 1.019 -8.072
S 2.945 -0.281 -6.062
C 2.512 -1.799 -5.380
C 1.346 -2.274 -5.879
C -4.285 -0.113 -6.109
Cl -3.864 1.198 -7.142
C -5.626 -0.376 -5.887
H -5.300 -3.051 -3.833
H -2.934 -2.569 -4.233
H -1.238 -1.388 -5.237
H -2.274 1.380 -5.055
H -0.827 1.250 -6.061
H 1.129 1.836 -4.756
H 1.995 1.376 -2.238
H -1.768 -0.397 -2.725
H -0.475 -1.557 -8.602
H -0.900 -2.687 -7.290
H 3.150 -2.259 -4.654
H 0.924 -3.217 -5.579
H -6.378 0.239 -6.352
Br -4.484 -3.636 -1.141
C -4.195 -3.697 0.714
C -4.900 -4.607 1.487
C -4.717 -4.621 2.859
C -3.834 -3.736 3.459
C -3.115 -2.837 2.685
C -3.300 -2.823 1.316
I -2.191 -1.347 0.072
H -5.590 -5.286 1.006
H -5.275 -5.325 3.456
H -3.701 -3.731 4.528
H -2.422 -2.153 3.148
*
```

Results
Electronic energy, a.u.: -8393.154459
<S²>: 2.02
Largest force on an atom, eV/A: 2.6
E_HOMO (spin up / spin down), eV: -10.49 / -11.03